No. 1
Below is 9 unconnected molecules or ions with the total composition C32H76N3O10, with properties calculated with the ωB97M-V functional and the def2-TZVPD basis.

Output
- HOMO energy (Ha) = -0.422
- molar mass (g/mol) = 663.0
- relative energy (zero: lowest compared OMol25 entry of this formula, charge and spin) (kJ/mol) = 237.1
- net charge = +1
- frontier orbital gap (eV) = 7.90
- max |F| (Eh/bohr) = 0.080
- DFT total energy (eV) = -59351.775
- multiplicity = 1

Geometry (Å):
C  1.90596  2.36726  -1.65008
C  0.40380  1.91372  -1.87854
C  -0.31263  1.37166  -0.59179
C  0.16634  -0.11419  -0.21539
C  0.69596  -0.09555  1.22247
C  2.13007  -0.17286  1.55368
C  3.19480  -0.32445  0.38985
C  3.00434  -1.63478  -0.48685
C  2.21046  -2.77177  0.24069
C  2.22094  -4.12303  -0.57748
O  1.42188  -4.94784  -0.22439
O  3.06143  -4.32171  -1.65532
C  2.32423  -4.43220  -2.89914
C  1.00852  -3.57969  -2.96833
C  2.46394  -0.10355  3.03484
N  1.43153  0.00082  3.89016
N  0.14116  0.03209  3.66431
C  -0.23464  -0.00740  2.39538
C  -1.75443  0.02041  2.04240
C  -2.14159  -1.47582  1.60902
N  -1.09434  -2.46794  1.94716
H  2.56457  1.64911  -2.20713
H  2.12750  3.41110  -1.95837
H  2.11537  2.27049  -0.55967
H  0.36204  1.08862  -2.64564
H  -0.15913  2.77021  -2.31974
H  -0.05532  2.06445  0.25236
H  -1.41232  1.41873  -0.77806
H  0.92814  -0.39541  -0.97527
H  -0.71384  -0.78163  -0.34949
H  4.20252  -0.45059  0.89415
H  3.29779  0.59655  -0.23492
H  2.54560  -1.36448  -1.46932
H  4.01653  -2.05617  -0.73057
H  2.58556  -2.97636  1.27999
H  1.11844  -2.54824  0.37116
H  3.00640  -4.06816  -3.71057
H  2.03963  -5.49300  -3.13257
H  1.07346  -2.57763  -2.48124
H  0.09944  -4.09521  -2.58273
H  0.81778  -3.38223  -4.05994
H  3.51647  -0.14204  3.39012
H  1.70338  0.05402  4.87739
H  -2.29902  0.18964  3.02441
H  -2.01034  0.77341  1.26706
H  -3.08783  -1.81704  2.09541
H  -2.31178  -1.54995  0.50836
H  -1.36267  -3.08803  2.70570
H  -0.82719  -3.00680  1.12678
C  -6.05621  -2.65683  -1.27637
C  -5.89766  -1.79965  -0.03609
O  -4.55199  -1.33839  0.08338
H  -5.38083  -3.51409  -1.23731
H  -7.08096  -3.01994  -1.37223
H  -5.80020  -2.08762  -2.17429
H  -6.13276  -2.37584  0.85927
H  -6.56498  -0.93336  -0.07450
H  -4.35202  -0.82074  -0.70744
C  2.40520  5.87429  1.58840
C  1.15873  5.20274  1.04640
O  1.43009  3.84060  0.71190
H  3.21111  5.83473  0.85293
H  2.20888  6.91791  1.83989
H  2.76375  5.35921  2.48418
H  0.81657  5.70527  0.14145
H  0.35026  5.23057  1.78372
H  1.72337  3.39645  1.51717
C  -3.71968  0.21005  5.89921
C  -3.31538  -0.57343  7.13249
O  -2.64712  -1.77593  6.76007
H  -4.37619  -0.38820  5.26378
H  -4.23803  1.13104  6.17299
H  -2.84055  0.46612  5.30013
H  -4.19350  -0.84677  7.71731
H  -2.64793  0.01781  7.76780
H  -1.86616  -1.52901  6.25174
C  2.61082  6.53936  -4.10885
C  2.02475  5.24150  -4.62929
O  1.11717  4.68760  -3.67900
H  3.13235  6.37150  -3.16405
H  3.31242  6.96740  -4.82717
H  1.82064  7.26878  -3.91312
H  2.81387  4.50874  -4.80315
H  1.49194  5.40630  -5.57146
H  0.41401  5.33598  -3.53469
C  -1.72652  0.32542  -5.08146
C  -2.34368  0.38799  -3.69751
O  -3.69587  -0.05839  -3.74339
H  -2.29247  0.94223  -5.77928
H  -0.69048  0.67189  -5.06304
H  -1.74792  -0.69634  -5.46988
H  -2.34046  1.41252  -3.32271
H  -1.78702  -0.23983  -2.99125
H  -3.69309  -0.96684  -4.06750
C  -0.99579  -6.59277  4.14225
C  -2.24783  -6.37529  3.31430
O  -1.94008  -5.65316  2.12336
H  -0.54056  -5.63547  4.40615
H  -1.22360  -7.13892  5.05944
H  -0.25016  -7.15585  3.57477
H  -2.98087  -5.79497  3.87567
H  -2.70231  -7.33174  3.03877
H  -1.29883  -6.17362  1.62445
C  7.72062  -1.31565  2.92960
C  6.29392  -1.02379  3.34818
O  5.37166  -1.71020  2.49731
H  7.88555  -1.00952  1.89496
H  8.43083  -0.79008  3.56984
H  7.92696  -2.38750  2.98300
H  6.08554  0.04557  3.27283
H  6.12057  -1.33857  4.38233
H  5.56286  -2.65242  2.58052
C  -3.50353  3.63100  -5.15674
C  -2.84117  4.99066  -5.19709
O  -1.68031  4.98556  -4.37470
H  -3.77785  3.36951  -4.13253
H  -4.40162  3.61454  -5.77697
H  -2.81834  2.85914  -5.51068
H  -3.51726  5.75936  -4.82233
H  -2.55180  5.25563  -6.21887
H  -1.08180  4.30916  -4.71733



No. 2
Below is 8 unconnected molecules or ions with the total composition C32H78N11O16P3, with properties calculated with the ωB97M-V functional and the def2-TZVPD basis.

Output
- HOMO energy (Ha) = -0.298
- molar mass (g/mol) = 966.0
- net charge = 0
- frontier orbital gap (eV) = 7.60
- max |F| (Eh/bohr) = 0.044
- DFT total energy (eV) = -111466.529
- multiplicity = 1

Geometry (Å):
C  1.26512  -1.49982  -7.02191
N  0.01562  -1.68529  -7.76770
C  -0.89639  -2.59126  -7.09189
P  0.00048  -1.75598  -9.46203
O  0.46142  -3.04616  -10.00289
N  -1.61591  -1.47949  -9.80523
C  -2.40327  -2.55683  -10.38413
C  -2.25548  -0.21644  -9.47122
N  0.87415  -0.40891  -9.91058
C  1.59783  -0.44332  -11.17726
C  0.91113  0.86523  -9.18601
H  1.88054  -0.83412  -7.62535
H  1.73496  -2.47899  -6.88618
H  1.04277  -1.04707  -6.05869
H  -1.94500  -2.34571  -7.27696
H  -0.81349  -2.38205  -6.01777
H  -0.69717  -3.65828  -7.22799
H  -2.79626  -3.21828  -9.59966
H  -3.27898  -2.15084  -10.89313
H  -1.81468  -3.15696  -11.07310
H  -2.21998  -0.07504  -8.38385
H  -1.74336  0.62358  -9.94345
H  -3.30203  -0.21882  -9.76625
H  2.65520  -0.67351  -11.01865
H  1.18069  -1.15627  -11.88444
H  1.51930  0.55999  -11.60309
H  0.72546  1.67704  -9.89483
H  1.94436  1.03422  -8.86113
H  0.17523  0.84156  -8.39041
C  4.33574  0.89112  2.32722
N  4.74627  1.23537  0.98949
C  5.85252  2.19831  0.93478
P  3.88561  0.89221  -0.40633
O  4.64003  0.89670  -1.67882
N  3.13593  -0.56981  -0.08772
C  4.02461  -1.68185  0.24143
C  1.97477  -0.95170  -0.86086
N  2.61759  2.01334  -0.43410
C  1.76203  2.21637  0.72648
C  2.62982  3.07015  -1.40178
H  4.02942  1.78120  2.88775
H  5.09482  0.38438  2.93641
H  3.50503  0.18358  2.30934
H  6.53057  1.98693  1.75665
H  5.46063  3.21517  0.85699
H  6.43226  2.04529  0.02128
H  4.65119  -2.01967  -0.59062
H  4.68111  -1.34809  1.04568
H  3.45309  -2.54566  0.58145
H  1.35348  -0.08886  -1.08659
H  2.30148  -1.42680  -1.79931
H  1.37884  -1.73167  -0.37827
H  2.36069  2.77548  1.45601
H  0.95845  2.90812  0.48369
H  1.35379  1.28912  1.11992
H  3.39497  2.96838  -2.17288
H  2.92922  4.03776  -0.96082
H  1.66511  3.17860  -1.91027
C  0.81151  -4.49898  -2.29389
N  1.96844  -4.79562  -3.14439
C  2.32408  -3.73523  -4.06549
P  2.24135  -6.40604  -3.49416
O  1.88641  -7.30473  -2.37524
N  1.47678  -6.78428  -4.95756
C  0.15622  -7.40143  -4.89713
C  1.84208  -6.15837  -6.22217
N  3.86286  -6.42221  -3.96795
C  4.35018  -7.51351  -4.79264
C  4.83062  -5.84690  -3.05467
H  0.71996  -5.30485  -1.57106
H  -0.10829  -4.35750  -2.87148
H  1.01370  -3.54191  -1.80904
H  3.22100  -3.99333  -4.62738
H  2.45050  -2.80835  -3.50364
H  1.55867  -3.57577  -4.83412
H  -0.63621  -6.72220  -4.55424
H  -0.15887  -7.64875  -5.91207
H  0.20212  -8.25342  -4.22362
H  1.29429  -5.23191  -6.41846
H  2.91006  -5.97564  -6.28049
H  1.55202  -6.83996  -7.02640
H  4.85050  -8.26764  -4.17025
H  3.55255  -8.04546  -5.30187
H  5.09890  -7.15384  -5.50337
H  5.84783  -6.06627  -3.37539
H  4.68379  -6.21533  -2.03257
H  4.75672  -4.75854  -2.97371
C  0.75137  1.52869  -5.25165
C  -0.16347  1.31647  -4.07824
C  -1.60417  0.90039  -4.38426
O  -1.87284  -0.14640  -3.46125
C  -0.70824  -0.52982  -2.86998
O  -0.61578  -1.46989  -2.14262
O  0.31112  0.22835  -3.25509
H  0.58055  0.93453  -6.14747
H  1.80715  1.34188  -5.03908
H  0.74254  2.58008  -5.54322
H  -0.21019  2.20630  -3.44553
H  -1.70816  0.46528  -5.38589
H  -2.27047  1.75860  -4.38539
C  -1.57390  2.55249  -0.17024
C  -2.68015  1.92252  -1.01104
C  -4.04430  1.88962  -0.31158
O  -4.92318  2.57248  -1.19496
C  -4.26533  3.02559  -2.27026
O  -4.68784  3.75016  -3.11401
O  -2.94056  2.82156  -2.09633
H  -1.15973  1.82656  0.52931
H  -1.96143  3.35347  0.45900
H  -0.83410  2.93966  -0.86870
H  -2.48899  0.92801  -1.41114
H  -4.11289  2.43282  0.63330
H  -4.32464  0.85495  -0.10670
C  -4.96314  4.52167  -6.26178
C  -3.48397  4.72154  -6.57770
C  -2.59056  3.83602  -5.71403
O  -1.67392  3.28176  -6.65964
C  -2.06148  3.58741  -7.91519
O  -1.45924  3.30188  -8.89559
O  -3.20797  4.29591  -7.89985
H  -5.17425  4.84211  -5.24283
H  -5.25947  3.47638  -6.36896
H  -5.63934  5.06663  -6.92221
H  -3.25918  5.78461  -6.44836
H  -3.21626  3.07480  -5.24720
H  -2.05170  4.39340  -4.95172
C  0.55197  7.03400  -3.99463
N  0.49633  5.55200  -3.85768
O  1.18759  4.87747  -4.60441
O  -0.25662  5.08478  -3.01339
H  0.71861  7.42563  -2.99628
H  -0.32600  7.41543  -4.50148
H  1.44599  7.20678  -4.58961
C  -3.06188  -2.92610  -0.93203
N  -3.74031  -2.25314  -2.04820
O  -3.75590  -2.78929  -3.12734
O  -4.14581  -1.12415  -1.84214
H  -2.54283  -2.22315  -0.29451
H  -2.37720  -3.64874  -1.36461
H  -3.80825  -3.47144  -0.35437



No. 3
Below is a molecular structure, C32H79N5O9V, with properties calculated with the ωB97M-V functional and the def2-TZVPD basis.

Output
- HOMO energy (alpha / beta) (Ha) = -0.423 / -0.423
- molar mass (g/mol) = 729.0
- relative energy (zero: lowest compared OMol25 entry of this formula, charge and spin) (kJ/mol) = 0.0
- net charge = +2
- frontier orbital gap (alpha / beta) (eV) = 6.37 / 3.15
- max |F| (Eh/bohr) = 0.058
- DFT total energy (eV) = -86010.836
- multiplicity = 2

Geometry (Å):
O  0.18667  -1.99172  -0.41665
V  1.39792  -1.83045  0.64780
O  1.63828  -0.29135  0.93564
C  4.09237  5.90560  2.51311
C  3.12222  4.97055  1.79938
C  2.74373  3.80026  2.82482
C  1.42908  3.05619  2.31864
C  0.31829  4.02716  2.22773
C  0.54432  5.24953  1.26090
N  1.90803  5.77601  1.54589
O  2.13629  6.87062  0.84930
C  0.32664  4.78601  -0.17301
C  -0.62344  6.18767  1.57229
C  3.79144  4.33219  0.48936
H  5.05511  5.41515  2.65696
H  3.71478  6.24983  3.47594
H  4.27121  6.86722  2.03208
H  3.53584  3.05164  2.84014
H  2.50893  4.21744  3.80407
H  1.20307  2.29309  3.06342
H  1.54762  2.58260  1.34408
H  0.23641  4.44238  3.23222
H  -0.60333  3.58114  1.85387
H  0.25515  5.67479  -0.79996
H  1.08740  4.10485  -0.55427
H  -0.60436  4.22360  -0.24389
H  -1.55274  5.71324  1.25698
H  -0.56975  6.59263  2.58285
H  -0.64345  7.10849  0.98938
H  4.84925  4.08762  0.58596
H  3.73459  5.01840  -0.35561
H  3.13141  3.51618  0.19510
H  2.23494  7.55242  1.51790
C  -5.60428  0.65404  -1.43953
C  -6.51562  -0.40269  -0.80985
C  -6.84710  -1.41101  -1.90003
C  -5.62486  -2.30731  -2.08206
C  -5.20161  -2.96383  -0.81269
C  -4.84090  -1.98214  0.34442
N  -5.93227  -0.99424  0.44229
O  -5.74785  -0.02739  1.48829
C  -4.88953  -2.89643  1.60112
C  -3.41980  -1.36383  0.22671
C  -7.83161  0.33723  -0.46113
H  -4.68255  0.19769  -1.80045
H  -5.36665  1.31565  -0.60653
H  -6.06666  1.27535  -2.20653
H  -7.75853  -2.00047  -1.80038
H  -6.95092  -0.85659  -2.83274
H  -4.78449  -1.78232  -2.53623
H  -5.75370  -3.03091  -2.88699
H  -4.29576  -3.48763  -1.11793
H  -5.86985  -3.77706  -0.52946
H  -5.89000  -2.97022  2.02741
H  -4.55368  -3.92788  1.49423
H  -4.37641  -2.52442  2.48792
H  -3.19107  -0.83684  -0.69961
H  -3.18932  -0.72665  1.08051
H  -2.68252  -2.16587  0.19120
H  -8.43047  0.72797  -1.28380
H  -7.64999  1.08189  0.31385
H  -8.56853  -0.33995  -0.02930
H  -6.37890  -0.46442  2.06481
C  -0.69699  -0.24038  3.00853
O  -0.35462  -1.51807  2.47523
H  -1.71441  -0.32894  3.38946
H  -0.08790  -0.07550  3.89730
H  -0.72375  0.55425  2.26291
H  -0.59721  -2.18359  3.12317
C  -1.74374  -2.33048  -3.13207
O  -1.20209  -3.05360  -4.20737
H  -1.65568  -2.93095  -2.22665
H  -1.08744  -1.49757  -2.87985
H  -2.77585  -2.04446  -3.33463
H  -1.68494  -3.87805  -4.30084
C  1.35443  0.73000  -5.03758
C  2.03094  0.50170  -3.69319
C  1.25580  1.13543  -2.45741
O  -0.17514  0.91023  -2.50736
C  -0.76737  1.24260  -1.22966
N  2.01672  -0.92005  -3.49543
H  1.11915  1.78724  -5.15998
H  0.49510  0.12718  -5.33125
H  2.07929  0.48027  -5.81238
H  3.09150  0.72205  -3.81465
H  1.49750  2.19812  -2.47713
H  1.68916  0.82254  -1.50747
H  -0.55816  0.48477  -0.47467
H  -1.85061  1.13615  -1.28771
H  -0.34436  2.20092  -0.92836
H  1.10347  -1.33507  -3.37776
H  2.46357  -1.45110  -4.22919
C  3.88026  -4.27120  3.55176
C  3.03685  -3.77293  2.38503
C  1.71535  -4.56595  2.20041
O  0.95688  -4.12732  1.03262
C  -0.25793  -4.87218  0.80619
N  2.68847  -2.39003  2.56615
H  4.84614  -3.76610  3.54589
H  3.95461  -5.34580  3.38498
H  3.33082  -4.00502  4.45473
H  3.68215  -3.80066  1.50701
H  1.10757  -4.43747  3.09607
H  1.93859  -5.63032  2.12703
H  -0.72692  -4.66944  -0.15664
H  -1.04033  -4.91124  1.56410
H  0.09047  -5.89117  0.63774
H  3.60608  -1.96968  2.60358
H  2.22564  -2.27064  3.45588
C  4.74192  -3.50908  -2.00058
C  4.33100  -2.48875  -1.01199
C  4.73707  -1.04573  -1.31996
O  4.51666  -0.25645  -0.18977
C  4.78827  1.13535  -0.25163
N  2.81737  -2.59018  -0.89740
H  4.59101  -4.46205  -1.49347
H  5.81033  -3.43219  -2.20226
H  4.32114  -3.44583  -3.00410
H  4.81175  -2.85410  -0.10453
H  4.20320  -0.80793  -2.24004
H  5.79426  -0.95872  -1.57070
H  5.85998  1.30145  -0.14224
H  4.42611  1.71735  0.59585
H  4.40841  1.47055  -1.21674
H  2.56099  -3.56539  -0.95509
H  2.56084  -2.24713  -1.81207